No. 1
Below is one molecule with the formula C8H14N2O3 at a distorted geometry, with properties calculated with the ωB97M-V functional and the def2-TZVPD basis.

Values from the calculation:
orbital gap: 10.25 eV
LUMO: 0.69 eV
energy relative to the best compared isomer or geometry (same formula, charge and spin): 93.8 kcal per mole
2S+1: 1

Each line ends with the natural charge from an NBO analysis.
Geometry (Å):
1 C -2.165297 2.847468 -0.648615  -0.633
2 C -1.994873 1.264313 -0.363867  -0.123
3 N -2.712728 0.717253 0.842996  -0.835
4 C -0.542814 0.966959 -0.028334  0.665
5 O 0.270337 1.875412 0.300675  -0.715
6 N -0.206575 -0.192604 -0.097324  -0.372
7 C -1.062236 -1.327498 -0.301667  -0.259
8 C -0.636034 -2.467851 0.635109  -0.420
9 C 0.933319 -2.143369 1.074452  -0.439
10 C 1.005251 -0.652605 0.648148  -0.136
11 C 2.314740 -0.530492 -0.527142  0.794
12 O 2.728041 -1.433122 -1.190958  -0.579
13 O 2.845401 0.693965 -0.619086  -0.671
14 H -1.564944 3.295769 -1.450243  0.236
15 H -1.737465 3.218134 0.402915  0.238
16 H -3.341085 2.839689 -0.779137  0.199
17 H -2.458286 0.725989 -1.106232  0.196
18 H -2.391955 1.094535 1.748006  0.369
19 H -3.611199 1.042962 0.677760  0.357
20 H -2.076667 -0.958113 -0.185050  0.257
21 H -1.006071 -1.659286 -1.242136  0.199
22 H -1.042091 -2.672533 1.791279  0.225
23 H -0.703663 -3.531641 0.107599  0.233
24 H 1.900960 -2.702968 0.509090  0.257
25 H 1.018067 -2.399911 2.161126  0.221
26 H 1.324481 -0.064272 1.414269  0.223
27 H 2.262472 1.267509 -0.122522  0.512

Forces on the atoms, in the same order (eV/Å):
-1.2 -2.1 3.3
1.3 3.0 2.3
1.7 0.8 0.0
-1.2 8.9 -0.6
-0.9 -0.5 -0.1
4.0 -9.6 2.1
-1.6 0.0 3.2
1.7 -3.2 2.4
0.2 -0.9 -2.2
2.8 -2.2 -4.2
-1.1 -0.1 1.3
-0.4 -0.1 0.4
-0.2 -0.6 -0.1
-0.4 -0.5 0.1
-1.5 0.0 -2.4
2.4 1.1 0.2
-0.3 -1.3 -2.3
-0.1 0.1 -0.8
-2.4 0.5 0.4
0.0 -0.7 0.5
0.7 -1.3 -3.8
-0.1 1.1 -3.5
0.0 2.4 1.0
-3.2 1.2 1.2
0.1 0.9 -1.0
0.2 2.2 2.0
-0.6 0.9 0.4

No. 2
Below is one molecule with the formula C8H14N2O4 at a distorted geometry, with properties calculated with the ωB97M-V functional and the def2-TZVPD basis.

Values from the calculation:
orbital gap: 9.96 eV
LUMO: 0.34 eV
energy relative to the best compared isomer or geometry (same formula, charge and spin): 0.0 kcal per mole
2S+1: 1

Each line ends with the natural charge from an NBO analysis.
Geometry (Å):
1 C 1.048390 1.565535 1.587319  -0.631
2 C 0.843135 0.429628 0.629934  0.258
3 O 0.806936 -0.708545 1.451247  -0.757
4 C 2.036891 0.438159 -0.303180  -0.513
5 C 1.772797 -0.455854 -1.501420  0.669
6 O 2.691286 -0.915504 -2.177991  -0.616
7 N 0.524364 -0.512226 -2.062273  -0.621
8 C -0.661638 -0.430123 -1.241926  0.422
9 C -1.044248 -1.877325 -0.802238  -0.648
10 O -1.592878 0.126415 -2.107057  -0.730
11 C -0.478589 0.642065 -0.155301  -0.369
12 C -1.758570 0.671242 0.660996  0.702
13 N -1.848214 0.063858 1.903905  -0.832
14 O -2.775879 1.078220 0.103415  -0.636
15 H 1.028273 2.515652 0.993406  0.212
16 H 1.985635 1.503356 2.175287  0.210
17 H 0.210781 1.559607 2.298024  0.226
18 H 1.574796 -0.773665 2.064396  0.489
19 H 2.946662 0.143213 0.206499  0.240
20 H 2.233287 1.453916 -0.653673  0.246
21 H 0.502511 -1.101433 -2.911149  0.422
22 H -1.882597 -1.848756 -0.097195  0.210
23 H -1.351655 -2.456472 -1.695043  0.229
24 H -0.185442 -2.376031 -0.393036  0.225
25 H -2.367730 0.422611 -1.574232  0.499
26 H -0.372526 1.591808 -0.678368  0.270
27 H -2.777869 -0.137816 2.209263  0.404
28 H -1.107909 -0.611540 2.070394  0.421

Forces on the atoms, in the same order (eV/Å):
-0.6 1.9 0.2
0.8 1.6 1.1
0.0 -2.1 0.3
-0.9 -0.9 -0.6
1.5 0.2 -2.6
0.0 0.0 1.0
0.7 -0.1 1.0
-0.4 -0.4 -1.0
-0.6 0.8 -0.5
-1.7 -0.1 -0.5
1.5 -1.2 1.5
-1.5 -0.9 0.3
1.4 0.5 -1.4
0.3 0.3 0.4
0.1 -0.5 0.8
-0.3 -0.1 -0.5
0.3 0.3 -0.1
-0.7 0.4 -0.9
0.1 -0.4 0.1
-0.2 -0.1 -0.3
-0.2 0.5 0.9
0.2 -0.2 -0.1
0.1 0.5 0.4
0.3 -0.2 0.5
0.5 -0.1 -0.4
-0.2 -0.1 0.0
-0.4 0.0 0.1
-0.1 0.2 0.4

No. 3
Below is a 2-piece molecular cluster, C8H14N2Si overall at a distorted geometry, with properties calculated with the ωB97M-V functional and the def2-TZVPD basis.

Values from the calculation:
orbital gap (alpha / beta): 5.96 / 6.66 eV
LUMO (alpha / beta): 0.93 / -2.42 eV
⟨S²⟩: 2.045
2S+1: 3

Each line ends with the Löwdin spin population.
Geometry (Å):
1 C -1.733917 -2.456666 -0.820718  0.063
2 C -0.638239 -2.391304 -1.608479  0.381
3 C -2.275788 -1.287867 -0.290662  0.503
4 C -0.051908 -1.078876 -1.924325  0.459
5 C -1.639093 -0.050169 -0.572604  0.408
6 C -0.553584 0.025312 -1.384055  0.094
7 C 0.201110 1.460694 2.573898  0.004
8 C 1.035247 0.162466 2.657672  0.000
9 N 2.028956 1.447229 -1.195429  0.001
10 N 2.139868 0.025252 2.094365  0.000
11 Si 0.356466 1.736124 -1.623382  -0.001
12 H -2.137019 -3.470441 -0.765764  -0.007
13 H -0.183188 -3.272330 -2.124555  0.017
14 H -3.261253 -1.309732 0.196083  0.026
15 H 0.741909 -1.032601 -2.661557  0.024
16 H -2.157617 0.772588 -0.161883  0.021
17 H 0.832369 2.361760 2.532325  0.000
18 H -0.221976 1.416506 1.633713  0.004
19 H -0.481723 1.606763 3.374663  0.000
20 H 0.609822 -0.699952 3.301587  0.000
21 H 0.641377 1.812394 -3.090739  -0.001
22 H 2.402046 0.580200 -1.159485  0.001
23 H 2.163792 1.945333 -0.270636  0.000
24 H 2.564368 -0.897566 2.186258  0.000
25 H -0.382026 2.594882 -0.896292  0.001

Forces on the atoms, in the same order (eV/Å):
0.0 -1.3 -0.5
0.8 -1.6 -0.9
-2.3 -3.2 0.8
1.9 -1.6 -1.7
0.6 1.7 -0.1
-0.3 4.6 0.9
2.8 -0.4 0.9
-1.4 -0.6 2.0
-1.9 5.5 2.3
0.9 0.4 -0.9
2.3 -5.2 -2.8
-0.4 0.5 0.6
-0.7 0.7 0.7
0.6 0.0 -0.2
0.1 0.0 0.1
0.0 1.3 0.3
0.2 -0.5 0.1
-1.6 -0.1 -1.9
-0.8 -0.3 0.5
0.2 1.3 -1.0
-1.0 0.7 0.0
1.2 -3.3 0.3
0.5 -1.2 -1.3
-0.3 0.1 0.2
-1.3 2.5 1.5

No. 4
Below is an isolated ion of composition C8H14N3 and charge +1, with properties calculated with the ωB97M-V functional and the def2-TZVPD basis.

Values from the calculation:
orbital gap: 7.03 eV
charge: +1
LUMO: -5.02 eV
energy relative to the best compared isomer or geometry (same formula, charge and spin): 38.8 kcal per mole
2S+1: 1

Each line ends with the natural charge from an NBO analysis.
Geometry (Å):
1 N -3.168726 1.226494 -0.778963  -0.836
2 C -2.987634 -0.222006 -0.846471  -0.223
3 C -2.306159 -0.732464 0.417846  -0.404
4 C -0.929486 -0.131474 0.675674  -0.384
5 C 0.042525 -0.347736 -0.506646  -0.461
6 C 1.442094 -0.066168 -0.082553  0.116
7 C 2.235657 -1.006102 0.541036  -0.205
8 C 3.517913 -0.644189 0.921338  0.095
9 N 3.933911 0.595754 0.682382  -0.237
10 N 3.229654 1.538853 0.098419  -0.120
11 C 2.016757 1.214048 -0.277318  0.026
12 H -2.297410 1.725831 -0.913793  0.339
13 H -3.799470 1.548577 -1.502218  0.374
14 H -3.978125 -0.676459 -0.901333  0.214
15 H -2.444337 -0.557508 -1.743604  0.157
16 H -2.224818 -1.823593 0.375914  0.207
17 H -2.945668 -0.483958 1.268176  0.233
18 H -0.501164 -0.587105 1.574418  0.210
19 H -1.017789 0.939255 0.884389  0.217
20 H -0.032316 -1.381530 -0.855622  0.241
21 H -0.219076 0.304488 -1.343086  0.235
22 H 1.890449 -2.017391 0.713307  0.263
23 H 4.216878 -1.309352 1.411144  0.258
24 H 4.866528 0.889171 0.954411  0.444
25 H 1.459811 2.004563 -0.766849  0.241

Forces on the atoms, in the same order (eV/Å):
0.0 0.0 -0.1
0.0 0.0 0.0
-0.1 0.0 0.0
0.1 0.0 0.0
0.0 0.0 0.0
0.0 0.3 -0.2
0.3 -0.2 0.1
-0.1 0.0 0.0
0.0 -0.2 0.1
-0.1 0.1 -0.1
-0.1 -0.1 0.1
0.0 0.0 0.0
0.0 0.0 0.0
0.0 0.0 0.0
0.0 0.0 0.1
0.0 0.0 0.0
0.0 0.0 0.0
0.0 0.0 0.0
0.0 0.0 0.0
0.0 0.0 0.0
0.0 -0.1 0.0
0.0 0.0 0.0
0.0 0.0 0.0
0.0 0.0 0.0
0.0 0.0 0.0

No. 5
Below is an isolated ion of composition C8H14N3 and charge +1 at a distorted geometry, with properties calculated with the ωB97M-V functional and the def2-TZVPD basis.

Values from the calculation:
orbital gap (alpha / beta): 4.71 / 7.15 eV
charge: +1
LUMO (alpha / beta): -3.45 / -6.08 eV
energy relative to the best compared isomer or geometry (same formula, charge and spin): 81.5 kcal per mole
⟨S²⟩: 2.020
2S+1: 3

Each line ends with the Löwdin spin population.
Geometry (Å):
1 C -1.655597 1.243063 -0.862178  0.088
2 C -2.960752 0.717929 -0.878585  0.366
3 C -0.992029 0.295455 -0.103511  0.461
4 C 2.921256 0.003890 -0.527252  0.006
5 C 1.952020 -1.070757 -1.147520  0.007
6 C 1.452440 0.258938 -0.737858  0.018
7 C -1.697704 -1.795672 1.105205  0.041
8 C 0.562599 0.301618 0.411294  0.045
9 N -3.095162 -0.313108 -0.065122  0.452
10 N -1.945145 -0.588901 0.367201  0.397
11 N 0.647644 1.608773 1.218284  0.042
12 H -1.141412 2.022126 -1.422598  -0.002
13 H -3.789417 0.974427 -1.525827  0.012
14 H 3.327873 -0.343610 0.379730  0.000
15 H 3.694436 0.419182 -1.163005  0.001
16 H 1.942535 -1.396569 -2.211047  0.000
17 H 1.784264 -1.987861 -0.508668  0.001
18 H 1.252364 0.969567 -1.491576  0.000
19 H -2.517373 -2.445127 1.013163  0.004
20 H -0.722445 -2.107836 0.779556  0.011
21 H -1.612344 -1.724760 2.279132  0.027
22 H 0.776562 -0.427631 1.138911  0.004
23 H 1.560366 1.622574 1.699570  0.009
24 H -0.202305 1.433435 1.851189  0.008
25 H 0.457326 2.330847 0.401522  0.001

Forces on the atoms, in the same order (eV/Å):
-1.1 0.3 -1.0
1.5 4.3 -3.1
6.3 1.0 1.0
-0.4 -1.5 -1.9
0.8 -1.3 -0.2
1.3 -0.2 0.6
1.0 1.5 2.3
-4.5 0.8 -1.1
-4.7 -2.4 1.3
0.9 -4.1 3.3
-1.5 0.0 -1.6
-0.7 -0.2 -0.1
0.1 0.2 0.1
0.1 -0.1 1.3
-0.4 0.3 -0.2
0.3 0.8 0.8
0.0 1.4 -0.5
-0.4 0.6 -1.0
-0.8 -1.1 -0.8
0.3 -1.0 -0.3
0.0 0.7 -1.8
0.1 -1.3 0.6
-0.4 0.8 -0.1
1.6 1.4 -0.8
0.6 -1.0 2.9

No. 6
Below is an isolated ion of composition C8H14N3 and charge +1 at a distorted geometry, with properties calculated with the ωB97M-V functional and the def2-TZVPD basis.

Values from the calculation:
orbital gap (alpha / beta): 10.43 / 6.97 eV
charge: +1
LUMO (alpha / beta): -2.30 / -6.33 eV
energy relative to the best compared isomer or geometry (same formula, charge and spin): 40.3 kcal per mole
⟨S²⟩: 2.015
2S+1: 3

Each line ends with the Löwdin spin population.
Geometry (Å):
1 C -2.059044 -0.643550 1.233592  0.016
2 C -1.515353 -0.152952 2.362148  0.018
3 C -0.056079 0.121148 0.717602  0.525
4 C -0.385573 -0.644396 -2.189628  0.069
5 C -1.292611 -1.073687 -1.057622  0.011
6 C 1.117649 -0.940675 -1.715096  0.091
7 C 0.636142 0.889578 3.052486  0.004
8 C 1.712032 1.490799 -1.573870  0.098
9 N -1.098904 -0.509622 0.234009  0.054
10 N -0.262185 0.432269 1.990047  0.055
11 N 1.731772 0.144450 -1.038750  0.962
12 H -3.048705 -1.298748 1.220311  0.003
13 H -1.916273 0.089368 3.341699  0.003
14 H -0.490867 -1.230979 -3.091254  0.003
15 H -0.562471 0.411289 -2.420325  0.000
16 H -2.327068 -0.952844 -1.405569  0.002
17 H -1.310186 -2.112060 -0.918162  0.000
18 H 1.234310 -1.849157 -1.154030  0.000
19 H 1.642368 -0.961497 -2.692808  0.029
20 H 1.749559 0.834270 2.785273  0.000
21 H 0.471127 1.954487 3.557760  -0.001
22 H 0.504533 0.236197 3.843013  0.000
23 H 1.343322 1.866643 -2.557920  0.011
24 H 1.441403 2.220568 -0.843380  0.017
25 H 2.741102 1.679101 -1.679525  0.033

Forces on the atoms, in the same order (eV/Å):
-2.0 -2.1 1.2
0.6 1.8 -0.4
1.2 0.9 0.5
1.5 0.1 2.0
-1.7 -0.2 -2.1
0.6 1.8 -2.5
2.2 2.9 -0.2
0.6 -0.3 -0.4
-1.0 0.3 0.2
-1.0 -0.8 0.8
-2.5 1.0 0.2
2.4 1.8 -0.6
0.0 -0.5 -0.3
-0.6 -0.2 0.0
0.3 -0.2 0.0
0.0 0.7 0.4
0.7 -1.8 0.1
-0.1 -0.4 0.1
0.1 -0.8 0.3
-1.8 0.1 -0.1
-0.2 -2.0 -1.8
-0.2 -1.5 1.6
-0.5 -1.4 0.3
-0.6 0.2 0.8
1.9 0.6 -0.2